A structure of composition C22H31BF2I2MoN2 at a distorted geometry. Source: OMol25; level of theory: ωB97M-V/def2-TZVPD.

Last column: Mulliken charge in e.
CARTESIAN COORDINATES (ANGSTROEM)
Mo  -0.508  -1.193  -0.234  -0.650
I  1.321  -2.152  -2.148  0.268
C  0.458  -4.169  -2.054  -0.850
I  -1.119  -3.992  -0.530  0.247
H  1.217  -4.888  -1.750  0.469
H  0.030  -4.440  -3.017  0.485
C  -1.886  -0.877  -3.692  -1.736
C  -1.974  -0.132  -2.358  2.129
C  -3.436  0.029  -1.953  -1.434
C  -1.221  1.189  -2.387  0.625
C  -1.469  2.013  -3.483  -0.883
C  -0.792  3.204  -3.660  -1.749
C  0.177  3.588  -2.758  -0.505
C  0.447  2.810  -1.638  0.824
C  1.544  3.249  -0.709  1.344
C  1.264  4.585  -0.039  -1.488
C  2.910  3.209  -1.385  -1.536
C  -0.289  1.635  -1.429  -0.728
N  -0.097  0.913  -0.187  0.764
C  -1.286  0.705  0.541  -0.375
C  -1.252  -0.169  1.656  1.021
C  -1.970  -0.281  2.878  -1.804
C  -1.252  -1.143  3.668  -0.683
C  -0.125  -1.602  2.921  -0.824
N  -0.151  -1.045  1.716  0.229
C  0.955  -2.527  3.379  2.069
C  2.105  -2.529  2.369  -1.370
C  1.450  -2.012  4.742  -1.683
C  0.370  -3.943  3.520  -1.509
H  -2.212  -1.910  -3.565  0.420
H  -0.876  -0.861  -4.099  0.357
H  -2.549  -0.423  -4.424  0.455
H  -1.503  -0.852  -1.596  0.013
H  -3.929  0.721  -2.632  0.414
H  -3.555  0.418  -0.944  0.293
H  -3.954  -0.926  -2.011  0.459
H  -2.207  1.726  -4.213  0.424
H  -1.003  3.826  -4.513  0.419
H  0.725  4.503  -2.907  0.513
H  1.602  2.489  0.141  0.019
H  1.242  5.371  -0.790  0.378
H  2.050  4.825  0.671  0.433
H  0.310  4.582  0.484  0.375
H  2.968  3.986  -2.143  0.413
H  3.091  2.245  -1.857  0.335
H  3.694  3.394  -0.655  0.440
H  -2.096  1.422  0.414  1.032
H  -2.854  0.268  3.142  0.558
H  -1.503  -1.441  4.668  0.599
H  2.516  -1.527  2.258  0.286
H  1.768  -2.884  1.388  0.076
H  2.903  -3.181  2.711  0.503
H  1.790  -0.982  4.655  0.372
H  2.278  -2.620  5.092  0.457
H  0.663  -2.051  5.489  0.402
H  -0.049  -4.280  2.572  0.198
H  -0.413  -3.971  4.272  0.390
H  1.154  -4.631  3.817  0.458
F  1.113  1.275  1.888  -0.206
B  1.199  1.099  0.578  0.361
F  2.216  0.358  0.131  -0.310

As for the max |F|: 2.5 eV Å⁻¹. The spin multiplicity is 3. Its relative energy (zero: lowest compared OMol25 entry of this formula, charge and spin) is 0.0 kJ/mol. Its total energy is -50452.46754 eV. For the gap between HOMO and LUMO (alpha / beta), the calculation gives 7.43 / 6.35 eV. Its total charge is +2.


A cluster of 3 separate species, C31H51F9N4O10P2S2 in total at a distorted geometry. Source: OMol25; level of theory: ωB97M-V/def2-TZVPD.

Last column: Mulliken charge in e.
CARTESIAN COORDINATES (ANGSTROEM)
C  -4.579  -0.414  1.890  -0.980
C  -3.026  -0.766  1.757  0.818
C  -2.704  -2.245  1.157  -1.035
N  -1.989  -0.038  2.128  -0.612
C  -1.735  1.176  1.329  0.317
C  -2.716  2.329  1.918  -0.808
N  -1.977  3.559  2.407  -0.509
O  -0.430  1.605  1.894  -0.461
C  0.485  2.079  0.910  0.078
O  1.726  2.100  1.035  -0.436
C  -0.499  2.460  -0.296  -0.587
C  -1.402  1.112  -0.240  1.732
C  -0.579  -0.238  -0.485  -1.369
C  0.620  -0.171  -1.543  -0.251
C  2.015  -0.663  -0.840  -0.692
S  3.379  0.068  -1.923  -0.107
C  3.783  1.771  -1.347  0.020
S  5.136  1.963  -0.349  -0.099
N  3.024  2.988  -1.651  0.361
C  2.864  4.233  -0.927  -0.016
C  1.956  5.266  -1.636  -0.512
N  1.621  4.524  -2.853  -0.544
C  2.247  3.223  -2.871  -0.296
C  -2.602  1.491  -1.250  0.666
F  -3.734  0.661  -0.897  -0.214
F  -3.048  2.834  -1.151  -0.342
C  -2.308  1.207  -2.794  0.300
F  -1.071  1.783  -3.266  -0.224
F  -2.185  -0.195  -3.102  -0.287
C  -3.428  1.771  -3.818  0.588
F  -4.721  1.898  -3.268  -0.282
F  -3.545  0.805  -4.882  -0.301
C  -3.044  3.155  -4.533  0.590
F  -2.148  3.014  -5.625  -0.227
F  -2.586  4.166  -3.669  -0.187
F  -4.263  3.654  -5.110  -0.269
H  -4.918  0.504  1.297  0.168
H  -4.797  -0.232  3.012  0.340
H  -5.239  -1.294  1.550  0.380
H  -1.618  -2.539  1.343  0.284
H  -3.398  -2.979  1.722  0.470
H  -3.000  -2.316  0.051  0.033
H  -3.611  2.587  1.256  0.266
H  -3.172  1.875  2.883  0.265
H  -1.648  3.429  3.369  0.257
H  -2.572  4.393  2.302  0.226
H  0.114  2.680  -1.231  -0.025
H  -0.944  3.448  0.052  0.592
H  -0.137  -0.699  0.479  0.895
H  -1.338  -1.009  -0.899  0.064
H  0.855  0.845  -1.990  -0.265
H  0.421  -0.963  -2.363  0.440
H  2.100  -0.321  0.246  0.339
H  2.165  -1.793  -0.895  0.410
H  3.366  4.393  0.085  0.309
H  1.629  6.309  -1.310  0.307
H  2.121  2.485  -3.726  0.397
C  -7.048  -7.079  -4.618  -0.977
C  -7.263  -5.807  -3.817  -0.310
O  -6.061  -5.315  -3.236  -0.374
P  -5.018  -4.347  -4.108  1.104
O  -6.101  -3.388  -4.615  -0.753
O  -4.491  -3.388  -2.861  -0.368
C  -4.732  -1.984  -2.884  0.439
C  -6.050  -1.638  -2.209  -1.043
O  -3.733  -5.380  -3.657  -0.328
C  -3.774  -6.787  -3.575  -0.120
C  -3.551  -7.435  -4.928  -1.119
H  -6.419  -6.884  -5.490  0.185
H  -8.001  -7.480  -4.970  0.409
H  -6.562  -7.851  -4.020  0.246
H  -7.752  -5.055  -4.438  0.309
H  -7.943  -6.027  -2.989  0.313
H  -4.694  -1.608  -3.908  0.439
H  -3.916  -1.501  -2.344  -0.379
H  -6.865  -2.291  -2.523  0.402
H  -6.330  -0.604  -2.422  0.271
H  -5.962  -1.756  -1.124  0.147
H  -4.674  -7.147  -3.082  0.243
H  -2.952  -7.085  -2.914  0.337
H  -4.182  -6.986  -5.696  0.276
H  -3.748  -8.506  -4.876  0.340
H  -2.517  -7.289  -5.249  0.349
C  4.742  1.874  5.362  -0.999
C  5.742  2.734  4.610  -0.298
O  7.059  2.642  5.145  -0.412
P  8.086  1.408  4.690  1.092
O  7.853  1.576  3.185  -0.751
O  9.506  2.263  4.756  -0.331
C  10.290  2.442  3.581  -0.317
C  9.897  3.711  2.842  -0.988
O  8.378  1.085  6.343  -0.353
C  7.428  1.104  7.385  -0.094
C  6.667  -0.204  7.474  -1.106
H  4.978  0.814  5.243  0.178
H  3.730  2.041  4.987  0.394
H  4.744  2.100  6.430  0.281
H  5.717  2.490  3.547  0.343
H  5.441  3.782  4.702  0.283
H  10.218  1.563  2.937  0.322
H  11.335  2.516  3.891  0.340
H  8.816  3.821  2.743  0.255
H  10.341  3.726  1.843  0.336
H  10.247  4.591  3.389  0.291
H  6.770  1.968  7.329  0.238
H  7.989  1.236  8.316  0.335
H  6.294  -0.518  6.497  0.274
H  5.831  -0.114  8.169  0.335
H  7.326  -1.000  7.826  0.345

As for the max |F|: 9.0 eV Å⁻¹. The spin multiplicity is 1. Its total energy is -124104.48649 eV. For the gap between HOMO and LUMO, the calculation gives 6.91 eV. As for the SMILES: CC(C)=N[C@@]1(CN)OC(=O)C[C@]1(CCCSC(=S)n1ccnc1)C(F)(F)C(F)(F)C(F)(F)C(F)(F)F.CCOP(=O)(OCC)OCC.CCOP(=O)(OCC)OCC.